DFT (wB97M-V/def2-TZVPD) results for 6 unconnected molecules or ions with the total composition C25H41ClNO13P.

Calculated values
SMILES string = CC(C)CN(C(=O)O)P(O)Cl.O=C1CCCO1.O=C1CCCO1.O=C1CCCO1.O=C1CCCO1.O=C1CCCO1
HOMO-LUMO gap = 9.64 eV

```
! wB97M-V def2-TZVPD RIJCOSX def2/J DEFGRID3
* xyz 0 1
Cl 1.4841 1.6392 0.8164
P 0.7275 1.0130 -1.0030
O -4.5882 -0.9198 0.9273
O 0.0499 -2.5225 -0.5495
O -1.8012 -6.4770 1.0960
O -0.5431 -1.2689 -2.3025
O 6.6939 1.2254 -2.8425
O -11.6793 1.2355 3.3980
O -1.5646 -4.5497 2.1970
O 4.5405 4.9171 1.8675
O 5.6215 3.3241 0.7271
O 5.3789 2.7552 -3.8063
O -10.4900 1.3997 1.5130
O -5.6635 -1.1400 2.8693
O 1.8672 1.7386 -1.9200
N 1.2530 -0.6352 -0.9514
C 3.6407 5.9956 1.5695
C 3.7530 -1.0296 -0.7168
C 2.5186 -1.0676 -1.6268
C -10.6595 1.0333 2.8073
C -3.3775 -1.9837 2.6342
C 4.7302 -2.1454 -1.1370
C 4.3414 5.0226 -0.4710
C -3.4722 -7.5277 2.3789
C 3.9266 6.3694 0.1184
C -2.4032 -1.5400 1.5484
C -9.2126 0.9447 1.0299
C 0.1840 -1.4658 -1.3584
C 4.4991 0.3024 -0.7743
C 4.9341 4.2997 0.7254
C 6.9829 4.3026 -4.5646
C 5.5346 3.8515 -4.7216
C 7.6809 2.9900 -4.2149
C -9.4021 0.3454 3.3073
C -4.6700 -1.3104 2.2207
C -2.7591 -7.5493 1.0315
C -8.3546 0.7489 2.2729
C -3.4304 -6.0414 2.7283
C -2.1712 -5.5679 2.0248
C 6.5861 2.1995 -3.5231
C -3.3322 -1.3384 0.3581
H 5.4244 0.2134 -0.2014
H -2.2239 -8.4746 0.8361
H 3.8296 6.8038 2.2718
H -3.5045 -2.2650 -0.1973
H 4.7652 7.0659 0.0750
H 2.6183 5.6372 1.7086
H -7.5564 0.0249 2.1388
H 5.3217 3.4900 -5.7302
H 3.4316 -1.2590 0.3003
H 5.0794 5.1029 -1.2644
H 8.5325 3.1107 -3.5516
H -1.6022 -2.2470 1.3598
H 5.4233 -1.7961 -1.9042
H -3.4384 -7.3511 0.1999
H -3.0837 -1.6683 3.6312
H 7.0647 4.9967 -3.7271
H 7.9904 2.4353 -5.1022
H 4.8095 4.6194 -4.4627
H -2.9949 -0.5743 -0.3384
H -0.7436 -2.9907 -0.8528
H -9.3679 0.0111 0.4841
H 2.6885 -0.5139 -2.5514
H -2.8957 -8.0934 3.1113
H 1.6079 1.6449 -2.8485
H 7.3723 4.7969 -5.4519
H -9.5821 -0.7311 3.3127
H -3.5309 -3.0620 2.6253
H -3.3636 -5.8434 3.7945
H 3.4865 4.4428 -0.8250
H -4.2809 -5.4963 2.3133
H 5.3202 -2.4761 -0.2823
H 3.9278 1.1143 -0.3319
H 3.0757 6.8341 -0.3752
H -1.9523 -0.5862 1.8287
H -9.1701 0.6746 4.3160
H 4.7872 0.5333 -1.7940
H 2.3599 -2.1085 -1.9137
H 4.2151 -3.0270 -1.5251
H -7.9018 1.6993 2.5605
H -8.8203 1.6906 0.3429
H -4.4730 -7.9510 2.3369
*
```

DFT (wB97M-V/def2-TZVPD) results for a single C6H11NO molecule.

Calculated values
SMILES string = CC(=O)/C(C)=C(\C)N
HOMO-LUMO gap = 8.98 eV

```
! wB97M-V def2-TZVPD RIJCOSX def2/J DEFGRID3
* xyz 0 1
O -1.1795 -1.0740 1.5375
N 1.1806 1.9933 -0.0094
C -0.5341 1.6305 1.5869
C 0.8902 -0.3980 -1.4540
C 0.2759 1.0839 0.4536
C -0.9252 -2.4382 -0.3782
C 0.1169 -0.1264 -0.1839
C -0.6796 -1.1687 0.4166
H 0.9235 -1.4549 -1.6924
H -1.1979 -2.2208 -1.4082
H 0.4541 0.1315 -2.3051
H 1.9316 -0.0922 -1.3446
H -1.0612 0.8548 2.1277
H -0.0341 -3.0639 -0.3699
H 1.1439 2.9341 0.3446
H -1.7389 -2.9858 0.0933
H 0.1187 2.1357 2.2990
H -1.2606 2.3558 1.2150
H 1.5755 1.9034 -0.9284
*
```

DFT (wB97M-V/def2-TZVPD) results for a molecular structure, C67H133BN8O18Tl.

Calculated values
HOMO-LUMO gap = 0.89 eV

```
! wB97M-V def2-TZVPD RIJCOSX def2/J DEFGRID3
* xyz 1 1
Tl 4.4926 -7.7258 3.5962
O -4.2505 4.8305 0.7323
O 4.4970 7.3716 5.7846
O 1.9298 -0.8850 1.4124
O 0.9771 2.9826 -1.0889
O 2.7429 1.0503 2.4202
O 0.8239 7.3829 -10.0383
O 9.2242 -3.2004 3.3535
O 3.3775 0.1415 4.5180
O 2.3894 -2.4230 2.9351
O 7.1448 -3.4600 3.2598
O 1.5070 -6.9362 7.9356
O 3.8645 1.7549 -1.7609
O 3.3956 0.6350 0.0954
O 8.1725 -2.1653 1.8200
O 8.7161 -2.3354 -7.2443
O -4.8981 -3.6881 -5.3452
O -6.8633 -1.6967 7.7519
O 1.2619 1.4255 0.5838
N 8.1352 -2.9312 2.7944
N -5.3175 4.8175 -0.1181
N -3.5981 -3.5254 -4.8340
N 0.5100 6.1870 -10.5944
N 3.2609 7.6764 6.2314
N 7.7613 -3.3737 -7.1287
N -6.0147 -1.8800 6.6145
N 1.8993 -7.2888 9.2660
C 2.3157 -1.2362 2.6115
C 1.8355 -9.5621 9.1358
C -4.8338 2.3761 -0.5769
C -0.2938 -8.5143 9.7550
C -3.3542 -1.3621 -5.7771
C -5.8824 3.4413 -0.3423
C -7.6040 4.7854 -1.8231
C -1.9625 -4.1897 -3.2050
C 3.1471 -8.2126 11.5959
C 1.2682 -8.4078 9.8518
C 8.4114 -4.7237 -7.3935
C 5.7011 -1.9826 -6.7582
C -7.6842 -3.5349 5.9116
C 9.5868 -5.0912 -6.5536
C -6.8782 2.8179 0.7202
C 3.1194 1.5029 -0.7682
C -5.4667 -3.3178 4.7343
C -4.0014 -2.8436 4.6130
C 0.4405 7.9003 7.0002
C 1.2192 -5.4801 10.7483
C -2.7933 -5.8634 -4.6219
C 6.1466 -5.6127 -7.8618
C -0.4160 6.2348 -11.7400
C 0.7996 4.9572 -9.7365
C 3.7473 6.9054 8.4599
C -2.0687 -3.4470 -6.8236
C 3.2540 -5.3150 9.0368
C 5.5721 -4.3414 -7.3984
C 3.3784 -6.7646 11.0871
C 3.1317 9.5605 4.6761
C -1.3883 -2.2542 -4.7621
C 2.3382 4.9824 -9.1522
C -7.0391 6.6596 0.6721
C 1.6670 -8.6252 11.3835
C 2.4343 -6.2029 10.0862
C -4.6588 0.2097 6.8279
C -6.2073 -3.2755 6.1326
C -6.6910 6.0199 -1.6843
C 1.5037 7.5433 7.9584
C -3.9235 -1.3848 5.1952
C 1.5966 2.0433 -0.5233
C 0.6585 3.6444 -10.5895
C 7.4551 -5.8489 -7.3336
C 6.3877 -3.0908 -7.6935
C -6.0030 6.1787 -0.3402
C 9.0601 -4.6976 -8.8432
C -3.2889 -4.6466 -3.9746
C -1.8436 6.6551 -11.2365
C 2.8200 0.0067 3.4208
C -5.5648 -4.3044 7.1210
C 0.0362 7.3419 -12.7949
C 0.9823 8.7539 5.9055
C 2.3607 8.2918 5.1996
C -3.6741 -2.0279 7.5083
C 2.7572 6.9032 7.3718
C -0.2265 4.8881 -8.5766
C -4.2290 -4.8666 -2.8257
C 2.0598 7.4228 3.9526
C -4.9576 7.2650 -0.6415
C 2.4717 5.4672 6.8635
C -0.5451 3.5873 -11.4933
C 6.4038 -2.6059 -9.1552
C -2.6274 -2.7785 -5.5904
C -0.8037 -3.4585 -3.8900
C -4.6497 -1.2761 6.5699
C -0.4067 4.8132 -12.4415
C -6.6916 3.4845 -1.6374
B 2.3209 0.5704 1.0677
H 1.4400 -10.4710 9.5893
H 0.8829 -8.1157 11.9436
H 0.9019 -6.0657 11.6111
H -0.2193 -4.2097 -4.4214
H -4.2564 -1.5309 -6.3650
H 3.4814 -8.2780 12.6313
H 2.7162 4.0770 -8.6776
H -5.4712 -3.1658 -4.7791
H 3.3016 -6.2158 12.0258
H -4.1426 2.7134 -1.3493
H 4.9656 8.1386 6.1219
H 3.5698 9.9496 5.5952
H -1.3755 -5.0292 -2.8325
H 1.5047 5.3507 6.3740
H -1.0166 -3.7300 -6.8583
H 1.0656 6.9534 8.7635
H -4.4079 -0.5576 4.6765
H -5.3677 8.2560 -0.8357
H 2.4066 5.7819 -8.4145
H -1.2059 4.7280 -13.1778
H 0.0093 6.9687 6.6338
H 9.9079 -4.0136 -8.8824
H -5.8419 5.7967 -2.3303
H -4.7510 -4.8142 6.6054
H -0.3315 8.4901 7.4945
H -0.6780 -9.5034 10.0043
H 0.1213 4.1850 -7.8198
H -4.0346 -2.0065 8.5368
H 10.3829 -5.6463 -7.0498
H -1.8247 -5.7937 -5.1169
H -5.3625 -3.9316 8.1251
H -3.4106 -3.5381 5.2102
H -7.5424 1.9989 0.4444
H -7.7178 7.4540 0.3616
H -8.2925 4.7173 -0.9809
H 4.7078 6.6844 7.9943
H -6.2122 -5.1428 7.3779
H 6.0592 -5.4396 -8.9344
H 2.4532 10.3239 4.2955
H -1.7699 7.7033 -10.9464
H -1.5545 -1.4314 -4.0667
H -6.4315 7.0994 1.4629
H 1.8661 7.9965 3.0462
H 5.4749 -2.1936 -9.5492
H -8.0624 4.7932 -2.8120
H 5.3490 -4.2370 -6.3366
H 3.8858 -6.0178 8.4938
H -3.7313 -5.2933 -1.9550
H -6.3129 2.6423 1.6354
H -0.6103 -1.9695 -5.4705
H 5.2851 -2.2831 -5.7966
H 1.5426 -9.4983 8.0878
H -5.3319 1.4548 -0.8789
H 8.3971 -4.5344 -9.6928
H 7.1586 -1.8220 -9.2181
H -3.7603 0.7472 6.5249
H 6.3308 -1.0959 -6.6848
H -2.8571 -1.1668 5.2538
H 4.4175 -6.6685 10.7725
H -2.1134 6.1540 -10.3069
H 0.4980 2.7297 -10.0188
H -2.7269 -6.7200 -3.9511
H -0.1115 -3.1604 -3.1025
H -3.6102 5.1207 0.0785
H -3.3646 -3.0167 7.1699
H -3.7082 -2.8841 3.5639
H 7.1544 -6.1517 -6.3306
H -3.5494 -6.0836 -5.3755
H 3.9065 9.5560 3.9093
H -2.5185 6.6088 -12.0912
H 7.9857 -6.7403 -7.6683
H -2.0463 -2.7364 -7.6498
H -0.5762 2.6638 -12.0716
H 1.7758 8.5141 8.3725
H -7.4830 2.7517 -1.7952
H -0.1563 7.0099 -13.8151
H 1.5914 3.5317 -11.1419
H -8.0968 -2.6291 5.4673
H -0.2236 5.7592 -7.9214
H -4.6948 0.3296 7.9107
H -0.7562 -8.1713 8.8295
H -4.1263 6.9724 -1.2829
H -5.5064 0.7454 6.4005
H 9.5302 -5.6332 -9.1459
H -2.7790 -1.4503 7.7391
H -0.3189 8.3676 -12.6956
H 0.3311 -5.4684 10.1164
H 1.1173 7.4344 -12.6912
H -4.9858 -5.5808 -3.1502
H -7.2935 -0.8968 7.4409
H -6.1063 3.3291 -2.5437
H -2.6825 -4.2651 -7.2003
H -6.1039 -2.7926 4.0228
H -0.7375 -7.8276 10.4758
H -1.2653 4.8218 -8.9002
H 5.5173 -6.5006 -7.8014
H -1.5171 3.7476 -11.0269
H -7.6448 5.8278 1.0316
H -2.1131 -3.6446 -2.2731
H 1.3827 -9.6383 11.6681
H 3.7933 -9.0053 11.2190
H 1.4956 -4.4660 11.0369
H 1.1402 9.7455 6.3295
H -5.3652 -4.3537 4.4106
H -7.9540 -4.3304 5.2170
H 4.6193 -4.1644 -7.8973
H -4.2230 2.2344 0.3147
H -4.4014 7.5043 0.2648
H 3.0329 5.0760 -9.9869
H 0.5350 4.7008 -12.9788
H 3.8762 -4.5267 9.4608
H -6.9433 7.0032 -2.0813
H 3.1298 5.2233 6.0295
H 4.7721 -1.5970 -7.1783
H 9.9006 -4.1584 -6.0850
H 2.9151 -9.6322 9.2681
H -3.5683 -0.8916 -4.8174
H 0.7059 -6.4090 7.9791
H 2.8577 6.8121 3.5302
H 1.2176 6.7617 4.1572
H 6.5847 -3.3840 -9.8968
H 3.5448 6.1320 9.2008
H 3.8987 7.8679 8.9485
H 9.2474 -5.7563 -5.7595
H -2.7237 -0.5681 -6.1773
H 8.8522 -2.3219 -8.1945
H -8.2156 -3.7747 6.8325
H 0.2896 8.8956 5.0759
H 2.5930 4.6384 7.5610
H 1.7680 7.5208 -10.1447
H 2.4762 -4.7820 8.4901
H -4.7300 -3.9666 -2.4691
H -7.5666 3.5876 1.0691
*
```